Entry 1:
{
  "formula": "C62H165N7O20",
  "method": "wB97M-V/def2-TZVPD",
  "orbital_gap_ev": 8.54,
  "total_charge": 0,
  "homo_energy_ev": -8.20,
  "e_tot_ha": -4349.1268,
  "elements": ["C", "C", "O", "O", "H", "H", "H", "H", "H", "H", "C", "C", "O", "O", "H", "H", "H", "H", "H", "H", "C", "C", "O", "O", "H", "H", "H", "H", "H", "H", "C", "C", "O", "O", "H", "H", "H", "H", "H", "H", "C", "C", "O", "O", "H", "H", "H", "H", "H", "H", "C", "C", "O", "O", "H", "H", "H", "H", "H", "H", "C", "C", "O", "O", "H", "H", "H", "H", "H", "H", "C", "C", "O", "O", "H", "H", "H", "H", "H", "H", "C", "C", "O", "O", "H", "H", "H", "H", "H", "H", "C", "C", "O", "O", "H", "H", "H", "H", "H", "H", "C", "C", "N", "C", "C", "C", "C", "H", "H", "H", "H", "H", "H", "H", "H", "H", "H", "H", "H", "H", "H", "H", "C", "C", "N", "C", "C", "C", "C", "H", "H", "H", "H", "H", "H", "H", "H", "H", "H", "H", "H", "H", "H", "H", "C", "C", "N", "C", "C", "C", "C", "H", "H", "H", "H", "H", "H", "H", "H", "H", "H", "H", "H", "H", "H", "H", "C", "C", "N", "C", "C", "C", "C", "H", "H", "H", "H", "H", "H", "H", "H", "H", "H", "H", "H", "H", "H", "H", "C", "C", "N", "C", "C", "C", "C", "H", "H", "H", "H", "H", "H", "H", "H", "H", "H", "H", "H", "H", "H", "H", "C", "C", "N", "C", "C", "C", "C", "H", "H", "H", "H", "H", "H", "H", "H", "H", "H", "H", "H", "H", "H", "H", "C", "C", "N", "C", "C", "C", "C", "H", "H", "H", "H", "H", "H", "H", "H", "H", "H", "H", "H", "H", "H", "H"],
  "coordinates": [[-0.520, 5.068, -0.712], [-0.666, 6.512, -0.221], [-1.318, 6.451, 1.060], [0.041, 5.007, -2.014], [-1.452, 4.491, -0.659], [0.199, 4.562, -0.042], [-1.204, 7.040, -1.013], [0.327, 6.967, -0.099], [-1.690, 7.298, 1.322], [-0.716, 5.168, -2.602], [-0.366, 2.379, 3.384], [-1.024, 3.579, 2.781], [-0.134, 4.646, 3.045], [-1.137, 1.227, 3.133], [-0.206, 2.536, 4.465], [0.631, 2.255, 2.938], [-2.008, 3.842, 3.159], [-1.101, 3.325, 1.709], [-0.398, 5.429, 2.525], [-1.790, 1.102, 3.837], [-3.718, 5.276, -3.753], [-4.147, 4.328, -2.630], [-4.044, 2.967, -2.919], [-2.280, 5.433, -3.623], [-4.161, 6.259, -3.548], [-3.974, 4.937, -4.747], [-5.164, 4.576, -2.323], [-3.481, 4.668, -1.815], [-3.126, 2.678, -3.043], [-1.879, 4.916, -4.345], [2.657, -4.702, -0.436], [4.064, -4.397, -0.920], [4.828, -3.783, 0.112], [2.754, -5.558, 0.705], [2.069, -5.186, -1.244], [2.114, -3.781, -0.170], [4.045, -3.636, -1.707], [4.448, -5.360, -1.276], [4.489, -4.229, 0.914], [1.988, -5.283, 1.247], [1.365, -2.441, -6.276], [1.986, -1.622, -7.395], [1.271, -0.391, -7.583], [0.144, -3.007, -6.777], [1.196, -1.771, -5.412], [2.008, -3.244, -5.908], [1.914, -2.234, -8.314], [3.047, -1.397, -7.230], [1.352, -0.061, -8.491], [0.006, -3.788, -6.221], [4.378, 0.940, -3.660], [3.900, 2.069, -2.769], [4.371, 3.266, -3.401], [3.557, 0.863, -4.848], [4.227, -0.001, -3.137], [5.438, 1.031, -3.911], [4.290, 1.937, -1.736], [2.801, 2.068, -2.876], [3.973, 4.110, -3.177], [3.775, 1.539, -5.508], [-4.066, -2.988, -1.363], [-5.167, -3.984, -1.061], [-6.425, -3.656, -1.686], [-3.751, -2.983, -2.746], [-3.190, -3.209, -0.746], [-4.445, -1.984, -1.068], [-5.359, -4.087, 0.020], [-4.878, -4.954, -1.456], [-6.831, -3.027, -1.083], [-4.517, -3.103, -3.320], [4.454, -0.453, 0.294], [5.759, -0.463, 1.131], [6.747, 0.225, 0.325], [4.573, -1.117, -0.982], [4.243, 0.607, 0.115], [3.607, -0.820, 0.879], [6.139, -1.498, 1.295], [5.606, -0.006, 2.122], [7.557, 0.303, 0.842], [4.888, -1.991, -0.683], [-0.378, 3.522, -5.556], [0.675, 2.489, -5.935], [0.803, 1.554, -4.808], [-1.692, 3.042, -5.545], [-0.358, 4.440, -6.166], [-0.030, 3.784, -4.549], [1.644, 3.035, -5.989], [0.439, 1.934, -6.834], [1.714, 1.219, -4.761], [-1.712, 2.263, -4.977], [-2.706, 0.075, -4.041], [-1.825, -0.995, -4.653], [-1.076, -0.398, -5.702], [-1.972, 1.148, -3.443], [-3.415, -0.316, -3.290], [-3.256, 0.572, -4.837], [-2.319, -1.833, -5.156], [-1.225, -1.461, -3.863], [-0.362, 0.141, -5.321], [-1.489, 0.825, -2.682], [6.226, -3.074, 4.374], [4.721, -2.854, 4.306], [4.324, -1.460, 4.129], [4.772, -0.594, 5.251], [4.012, -0.734, 6.598], [2.869, -1.473, 3.920], [2.405, -0.067, 3.592], [6.501, -4.119, 4.302], [6.678, -2.690, 5.290], [6.673, -2.534, 3.521], [4.255, -3.308, 3.426], [4.189, -3.278, 5.182], [5.814, -0.848, 5.419], [4.796, 0.471, 5.005], [2.962, -0.448, 6.479], [4.011, -1.745, 7.000], [4.464, -0.081, 7.366], [2.266, -1.968, 4.715], [2.710, -2.075, 3.020], [1.376, -0.093, 3.219], [3.136, 0.292, 2.866], [2.456, 0.530, 4.484], [1.353, -1.175, -2.324], [0.307, -1.108, -1.236], [-0.481, 0.152, -1.279], [-1.460, 0.114, -0.183], [-2.503, 1.223, -0.194], [0.397, 1.340, -1.317], [1.189, 1.588, -0.032], [1.753, -2.169, -2.555], [2.258, -0.611, -2.123], [0.926, -0.800, -3.265], [-0.408, -1.920, -1.441], [0.716, -1.252, -0.213], [-1.846, -0.898, -0.274], [-0.943, 0.147, 0.797], [-3.037, 1.160, 0.752], [-2.038, 2.217, -0.186], [-3.212, 1.079, -1.009], [-0.262, 2.175, -1.544], [1.045, 1.220, -2.184], [1.836, 2.477, -0.101], [1.856, 0.769, 0.281], [0.533, 1.797, 0.814], [-0.378, -4.385, -3.189], [-1.173, -5.234, -4.182], [-0.336, -5.485, -5.403], [-1.341, -5.870, -6.507], [-2.113, -7.165, -6.364], [0.718, -6.470, -5.210], [1.697, -6.381, -6.325], [-0.089, -3.483, -3.737], [0.555, -4.844, -2.856], [-0.937, -4.063, -2.310], [-1.475, -6.194, -3.710], [-2.106, -4.767, -4.520], [-2.024, -5.017, -6.591], [-0.801, -5.903, -7.465], [-1.436, -8.018, -6.308], [-2.768, -7.160, -5.486], [-2.732, -7.276, -7.258], [0.363, -7.516, -5.139], [1.089, -6.153, -4.261], [2.130, -5.380, -6.343], [1.204, -6.582, -7.285], [2.499, -7.103, -6.167], [1.623, -5.389, 3.808], [0.454, -4.588, 3.313], [0.253, -4.604, 1.855], [-0.473, -5.873, 1.530], [-0.855, -5.992, 0.042], [-0.550, -3.488, 1.323], [-1.966, -3.269, 1.909], [1.767, -5.155, 4.866], [2.512, -5.023, 3.280], [1.542, -6.469, 3.720], [-0.457, -4.805, 3.870], [0.653, -3.532, 3.531], [0.226, -6.704, 1.711], [-1.334, -6.024, 2.201], [0.066, -5.862, -0.517], [-1.156, -7.032, -0.133], [-1.655, -5.332, -0.327], [-0.612, -3.620, 0.246], [0.042, -2.579, 1.457], [-2.659, -4.085, 1.706], [-2.427, -2.341, 1.564], [-1.935, -3.258, 3.006], [6.380, 3.996, -0.235], [5.141, 3.748, 0.608], [5.010, 4.822, 1.627], [3.698, 4.749, 2.293], [3.407, 3.463, 3.009], [6.122, 4.810, 2.626], [6.038, 5.937, 3.662], [6.391, 5.018, -0.586], [6.427, 3.355, -1.113], [7.275, 3.829, 0.357], [4.205, 3.778, 0.036], [5.202, 2.730, 1.039], [3.642, 5.619, 2.958], [2.924, 4.842, 1.533], [3.305, 2.581, 2.372], [4.168, 3.223, 3.758], [2.452, 3.523, 3.556], [7.010, 4.886, 2.011], [6.255, 3.873, 3.202], [5.835, 6.861, 3.101], [6.992, 6.024, 4.188], [5.277, 5.782, 4.417], [-3.701, 2.898, 6.074], [-4.048, 1.518, 5.638], [-2.920, 0.691, 5.212], [-3.413, -0.648, 4.735], [-4.226, -0.588, 3.447], [-2.056, 0.362, 6.442], [-0.693, -0.210, 6.062], [-3.424, 2.926, 7.122], [-4.602, 3.522, 5.969], [-2.922, 3.333, 5.444], [-4.635, 0.990, 6.415], [-4.706, 1.553, 4.763], [-2.510, -1.235, 4.631], [-4.010, -1.163, 5.524], [-4.364, -1.600, 3.041], [-5.193, -0.091, 3.448], [-3.616, -0.054, 2.690], [-2.641, -0.349, 7.071], [-2.026, 1.305, 6.956], [-0.757, -1.240, 5.704], [-0.093, -0.305, 6.968], [-0.150, 0.392, 5.336], [-5.854, 1.977, 0.292], [-6.025, 2.273, 1.780], [-6.741, 3.539, 1.966], [-5.960, 4.618, 1.434], [-6.593, 5.980, 1.683], [-6.976, 3.740, 3.393], [-7.885, 2.700, 4.041], [-5.153, 2.604, -0.254], [-6.824, 2.042, -0.212], [-5.497, 0.951, 0.202], [-6.602, 1.505, 2.298], [-4.998, 2.314, 2.177], [-4.913, 4.655, 1.813], [-5.904, 4.408, 0.377], [-6.031, 6.740, 1.119], [-7.636, 5.946, 1.339], [-6.581, 6.278, 2.735], [-7.446, 4.698, 3.500], [-6.025, 3.700, 3.996], [-7.375, 1.757, 4.211], [-8.748, 2.477, 3.411], [-8.230, 3.003, 5.024]]
}

***

Entry 2:
{
  "formula": "C4H9N",
  "method": "wB97M-V/def2-TZVPD",
  "orbital_gap_ev": 9.98,
  "total_charge": 0,
  "homo_energy_ev": -8.90,
  "e_tot_ha": -212.4426,
  "elements": ["C", "C", "C", "N", "C", "H", "H", "H", "H", "H", "H", "H", "H", "H"],
  "coordinates": [[1.371, -0.764, 0.808], [0.327, -0.783, -0.341], [-1.161, -0.648, -0.250], [-0.337, 0.499, -0.776], [-0.348, 1.562, 0.186], [1.221, -1.904, 1.212], [1.336, -0.036, 1.740], [2.513, -0.583, 0.294], [0.746, -1.363, -1.137], [-1.786, -1.291, -0.963], [-1.646, -0.427, 0.717], [-0.965, 2.430, -0.484], [-0.826, 1.412, 1.254], [0.639, 2.070, 0.380]]
}